*i*
Here is an isolated molecule of C10H11NO from the OMol25 dataset. Energies are from wB97M-V/def2-TZVPD.

Last column: natural (NBO) charge in e.
Geometry (Å):
1 C -1.273 -0.847 2.453  -0.73
2 C -1.720 -0.925 0.938  0.68
3 O -2.697 -1.587 0.577  -0.61
4 N -0.971 -0.319 -0.010  -0.46
5 C -1.029 -1.085 -1.308  -0.22
6 C 0.252 -0.907 -2.112  -0.45
7 C 0.939 0.227 -1.222  -0.04
8 C 2.150 0.928 -1.296  -0.21
9 C 2.471 1.915 -0.348  -0.24
10 C 1.834 1.853 0.900  -0.19
11 C 0.616 1.056 1.072  -0.30
12 C 0.162 0.350 0.025  0.21
13 H -2.045 0.057 2.998  0.25
14 H -1.525 -1.853 2.987  0.26
15 H -0.103 -0.613 2.439  0.24
16 H -1.909 -0.679 -2.011  0.21
17 H -1.294 -2.146 -1.058  0.24
18 H -0.046 -0.889 -3.305  0.24
19 H 0.951 -1.817 -1.992  0.22
20 H 2.600 0.966 -2.331  0.22
21 H 3.237 2.733 -0.731  0.23
22 H 1.972 2.530 1.757  0.22
23 H 0.123 1.262 2.083  0.24

Properties
HOMO: -0.302 Eh
total charge: 0
M: 161.20 g mol⁻¹
structure (SMILES): CC(=O)N1CCc2ccccc21
HOMO-LUMO gap: 8.990 eV
LUMO energy: 0.028 Ha

---

*ii*
Here is a structure of composition C10H11NO from the OMol25 dataset. Energies are from wB97M-V/def2-TZVPD.

Last column: natural (NBO) charge in e.
Geometry (Å):
1 C -2.810 -0.060 -0.508  -0.04
2 C -2.097 0.266 0.656  -0.48
3 C -0.602 0.824 0.323  -0.04
4 C -0.221 2.114 0.152  -0.02
5 C 1.597 0.764 0.029  0.19
6 C 2.954 0.371 -0.309  -0.26
7 C 3.080 -1.022 -0.167  -0.18
8 C 2.027 -1.908 0.094  -0.26
9 C 0.737 -1.416 0.293  -0.12
10 C 0.446 -0.093 0.157  -0.18
11 H -3.522 -1.847 0.114  0.45
12 H -3.678 0.723 -0.959  0.21
13 H -1.941 -0.286 -1.609  0.13
14 H -2.315 1.116 1.316  0.24
15 H -1.879 -0.774 1.393  0.21
16 H -0.925 2.629 0.038  0.18
17 H 1.796 2.911 -0.368  0.42
18 H 3.600 1.201 -0.344  0.22
19 H 4.201 -1.462 -0.409  0.21
20 H 2.416 -2.737 0.257  0.20
21 H -0.119 -2.568 0.278  0.19
22 N 1.099 2.178 -0.108  -0.55
23 O -3.843 -0.926 -0.320  -0.71

Properties
HOMO: -0.292 Eh
total charge: 0
M: 161.20 g mol⁻¹
HOMO-LUMO gap: 8.790 eV
LUMO energy: 0.031 Ha

---

Energies relative to the minimum, eV: *i* 0.000; *ii* 5.254

---

*i*
Here is an isolated molecule of C6H7BrClNO from the OMol25 dataset. Energies are from wB97M-V/def2-TZVPD.

Last column: natural (NBO) charge in e.
Geometry (Å):
1 C 1.233 -0.917 -0.736  0.40
2 C 1.312 0.251 -2.846  0.44
3 C 1.077 -1.492 0.442  -0.39
4 C -0.177 1.508 -1.450  0.16
5 C 0.252 -2.846 0.508  -0.62
6 C -0.680 2.918 -1.295  -0.68
7 N 1.611 -0.694 -1.916  -0.52
8 O 0.595 1.304 -2.557  -0.46
9 Cl 2.329 0.552 -4.253  0.02
10 Br -1.405 0.138 -1.231  0.08
11 H 1.489 -1.158 1.345  0.24
12 H 0.772 -3.658 0.014  0.22
13 H -0.835 -2.846 0.338  0.22
14 H 0.251 -3.011 1.579  0.21
15 H -1.021 3.081 -0.331  0.23
16 H -1.616 2.966 -1.842  0.22
17 H -0.005 3.649 -1.434  0.23

Properties
HOMO (spin up / spin down): -0.276 / -0.299 Eh
total charge: 0
M: 224.48 g mol⁻¹
HOMO-LUMO gap (spin up / spin down): 7.255 / 7.798 eV
LUMO energy (spin up / spin down): -0.010 / -0.013 Ha

---

*ii*
Here is an isolated molecule of C6H7BrClNO from the OMol25 dataset. Energies are from wB97M-V/def2-TZVPD.

Last column: natural (NBO) charge in e.
Geometry (Å):
1 C 0.335 -0.007 0.080  0.01
2 C 2.100 0.584 -1.162  0.39
3 C -0.247 0.072 1.295  -0.07
4 C -0.185 -0.674 -1.215  0.43
5 C 0.294 0.948 2.372  -0.64
6 C -1.716 -0.505 -1.285  -0.66
7 N 1.564 0.518 -0.087  -0.34
8 O 0.476 -0.457 -2.222  -0.63
9 Cl 3.272 0.761 -2.142  0.31
10 Br 0.111 -2.781 -0.606  -0.39
11 H -1.188 -0.486 1.476  0.23
12 H -0.583 1.499 2.584  0.23
13 H 1.098 1.482 1.969  0.22
14 H 0.656 0.351 3.277  0.23
15 H -1.855 -0.741 -2.475  0.23
16 H -1.936 0.596 -1.177  0.22
17 H -2.197 -1.161 -0.683  0.23

Properties
HOMO: -0.312 Eh
total charge: 0
M: 224.48 g mol⁻¹
HOMO-LUMO gap: 7.800 eV
LUMO energy: -0.025 Ha

---

Energies relative to the minimum, eV: *i* 1.395; *ii* 0.000

---

*i*
Here is a structure of composition C2H8N3O from the OMol25 dataset. Energies are from wB97M-V/def2-TZVPD.

Last column: natural (NBO) charge in e.
Geometry (Å):
1 C -1.299 -0.107 0.595  0.81
2 C 2.721 -0.289 -1.268  0.11
3 N -1.896 -1.111 1.235  -0.76
4 N -1.852 1.126 0.424  -0.78
5 N 1.819 0.523 -0.925  -0.63
6 O -0.130 -0.459 0.251  -0.68
7 H -1.131 1.792 0.230  0.42
8 H 3.660 -0.062 -1.583  0.20
9 H 2.481 -1.390 -1.034  0.21
10 H -2.915 -1.004 1.221  0.40
11 H -1.490 -2.014 1.161  0.43
12 H -2.597 1.180 1.054  0.42
13 H 1.918 1.515 -1.101  0.39
14 H 0.712 0.300 -0.261  0.47

Properties
HOMO: -0.558 Eh
total charge: +1
M: 90.11 g mol⁻¹
HOMO-LUMO gap: 11.622 eV
LUMO energy: -0.131 Ha

---

*ii*
Here is a cluster of 2 separate species, C2H8N3O in total from the OMol25 dataset. Energies are from wB97M-V/def2-TZVPD.

Last column: natural (NBO) charge in e.
Geometry (Å):
1 C -1.404 0.006 -0.141  0.56
2 C 2.794 0.082 0.185  -0.31
3 N -2.654 0.430 -0.237  -0.71
4 N -1.060 -1.174 0.376  -0.65
5 N -0.343 0.800 -0.159  -0.29
6 O 1.884 -0.258 -0.653  -0.32
7 H 2.623 -0.256 1.240  0.16
8 H 3.044 1.300 0.324  0.20
9 H 3.806 -0.312 -0.079  0.28
10 H -3.376 -0.273 -0.233  0.43
11 H -2.753 1.271 -0.796  0.43
12 H -1.871 -1.738 0.495  0.40
13 H -0.119 -1.546 0.298  0.47
14 H -0.570 1.668 -0.620  0.34

Properties
HOMO (spin up / spin down): -0.511 / -0.493 Eh
total charge: +1
M: 90.11 g mol⁻¹
HOMO-LUMO gap (spin up / spin down): 6.272 / 8.300 eV
LUMO energy (spin up / spin down): -0.280 / -0.187 Ha

---

Energies relative to the minimum, eV: *i* 0.000; *ii* 4.575

---

*i*
Here is a cluster of 2 separate species, C2H8N3O in total from the OMol25 dataset. Energies are from wB97M-V/def2-TZVPD.

Last column: natural (NBO) charge in e.
Geometry (Å):
1 C -1.597 0.178 1.569  0.56
2 C 1.035 -0.412 -1.033  0.41
3 N -2.224 1.366 1.567  -0.80
4 N 1.155 -1.564 -1.607  -0.70
5 N 2.093 0.346 -0.911  -0.73
6 O -0.731 -0.104 0.765  -0.70
7 H 0.134 0.057 -0.760  0.28
8 H -3.036 1.412 2.255  0.40
9 H -2.343 2.143 0.986  0.42
10 H 1.997 -2.061 -1.679  0.42
11 H 0.311 -1.984 -2.001  0.44
12 H 2.107 1.340 -0.804  0.44
13 H -1.930 -0.518 2.351  0.15
14 H 3.030 -0.199 -0.698  0.42

Properties
HOMO: -0.518 Eh
total charge: +1
M: 90.11 g mol⁻¹
HOMO-LUMO gap: 10.874 eV
LUMO energy: -0.118 Ha

---

*ii*
Here is a structure of composition C2H8N3O from the OMol25 dataset. Energies are from wB97M-V/def2-TZVPD.

Last column: natural (NBO) charge in e.
Geometry (Å):
1 C 1.039 0.409 -0.012  0.64
2 C -1.317 -0.795 -0.514  -0.45
3 N 1.787 -0.625 0.186  -0.75
4 N -0.808 0.306 0.248  -0.07
5 N 1.332 1.595 -0.424  -0.75
6 O -1.266 1.527 -0.183  -0.56
7 H -2.357 -0.918 -0.190  0.25
8 H -1.298 -0.645 -1.595  0.21
9 H -0.774 -1.698 -0.240  0.21
10 H 1.405 -1.499 0.517  0.44
11 H 2.792 -0.573 0.046  0.43
12 H 2.264 1.929 -0.636  0.43
13 H 0.543 2.226 -0.591  0.45
14 H -1.551 2.009 0.614  0.51

Properties
HOMO: -0.523 Eh
total charge: +1
M: 90.11 g mol⁻¹
HOMO-LUMO gap: 10.815 eV
LUMO energy: -0.126 Ha

---

Energies relative to the minimum, eV: *i* 0.000; *ii* 2.458

---

*i*
Here is a cluster of 5 separate species, CH12O4 in total from the OMol25 dataset. Energies are from wB97M-V/def2-TZVPD.

Last column: natural (NBO) charge in e.
Geometry (Å):
1 C -1.704 1.309 -1.001  -0.86
2 H -1.125 2.226 -0.862  0.22
3 H -2.197 1.014 -0.050  0.19
4 H -2.683 1.338 -1.492  0.23
5 H -1.024 0.574 -1.402  0.23
6 O 1.351 -0.034 -1.446  -1.05
7 H 1.428 0.942 -1.498  0.50
8 H 0.641 -0.688 -1.260  0.53
9 O -0.686 -0.716 1.681  -0.93
10 H -0.045 0.003 1.779  0.50
11 H -1.505 -0.310 1.403  0.49
12 O -0.383 -1.806 -0.498  -1.01
13 H -0.674 -1.521 0.465  0.51
14 H 0.497 -2.194 -0.592  0.47
15 O 1.449 1.227 1.210  -0.96
16 H 1.375 1.005 0.241  0.49
17 H 1.694 0.393 1.705  0.47

Properties
HOMO: -0.407 Eh
total charge: 0
M: 88.10 g mol⁻¹
structure (SMILES): C.O.O.O.O
HOMO-LUMO gap: 11.501 eV
LUMO energy: 0.015 Ha

---

*ii*
Here is a cluster of 5 separate species, CH12O4 in total from the OMol25 dataset. Energies are from wB97M-V/def2-TZVPD.

Last column: natural (NBO) charge in e.
Geometry (Å):
1 C 1.643 1.719 0.279  -0.86
2 H 0.766 2.283 0.588  0.21
3 H 1.444 0.668 0.494  0.23
4 H 2.554 1.885 0.858  0.21
5 H 1.851 1.952 -0.760  0.21
6 O -0.930 -0.218 1.977  -0.94
7 H -0.715 0.701 1.784  0.48
8 H -1.106 -0.128 2.924  0.46
9 O 0.690 -0.781 -1.775  -0.98
10 H 0.585 -1.731 -1.693  0.50
11 H 1.324 -0.491 -2.431  0.49
12 O -1.794 1.021 -0.750  -0.95
13 H -2.484 0.650 -1.319  0.46
14 H -1.106 0.363 -0.953  0.48
15 O -0.761 -2.930 0.082  -0.95
16 H -0.836 -2.838 0.992  0.48
17 H -1.125 -2.126 -0.298  0.47

Properties
HOMO: -0.411 Eh
total charge: 0
M: 88.10 g mol⁻¹
structure (SMILES): C.O.O.O.O
HOMO-LUMO gap: 11.730 eV
LUMO energy: 0.020 Ha

---

Energies relative to the minimum, eV: *i* 1.004; *ii* 0.000

---

*i*
Here is a cluster of 2 separate species, C5H10IN2 in total from the OMol25 dataset. Energies are from wB97M-V/def2-TZVPD.

Last column: natural (NBO) charge in e.
Geometry (Å):
1 C -1.718 -2.037 0.541  -0.05
2 C -0.818 -2.534 1.356  -0.41
3 C -0.353 -0.984 -1.133  -0.08
4 C 0.928 1.399 -0.102  0.29
5 C 1.130 2.542 -1.040  -0.74
6 N -1.440 -1.146 -0.464  -0.42
7 N 0.064 1.356 0.906  -0.69
8 I 2.604 0.186 0.240  0.36
9 H -2.743 -2.425 0.579  0.22
10 H -1.226 -3.424 1.865  0.23
11 H 0.188 -2.233 1.397  0.18
12 H -0.291 -0.290 -1.947  0.18
13 H 0.592 -1.551 -0.950  0.15
14 H 0.191 3.085 -1.333  0.27
15 H 1.629 2.184 -1.872  0.26
16 H 1.714 3.371 -0.447  0.31
17 H -0.648 2.096 1.071  0.46
18 H 0.198 0.403 1.334  0.46

Properties
HOMO: -0.458 Eh
total charge: +1
M: 225.05 g mol⁻¹
HOMO-LUMO gap: 6.849 eV
LUMO energy: -0.207 Ha

---

*ii*
Here is the ion C5H10IN2 with charge +1 from the OMol25 dataset. Energies are from wB97M-V/def2-TZVPD.

Last column: natural (NBO) charge in e.
Geometry (Å):
1 C -0.924 0.297 -2.806  -0.39
2 N -0.661 0.164 -1.387  -0.58
3 C 0.096 -0.878 -0.969  0.10
4 C 0.419 -1.055 0.334  -0.23
5 N 0.076 -0.316 1.476  -0.31
6 C 1.051 -0.322 2.547  -0.44
7 C -1.105 -0.022 1.861  0.01
8 I -2.917 -0.552 0.884  0.32
9 H -0.884 1.456 -3.053  0.22
10 H -0.166 -0.148 -3.359  0.21
11 H -1.819 -0.115 -3.035  0.20
12 H -0.852 1.014 -0.835  0.41
13 H 0.454 -1.636 -1.716  0.25
14 H 1.115 -1.823 0.594  0.23
15 H 2.149 -0.464 2.146  0.26
16 H 1.056 0.699 3.083  0.25
17 H 0.768 -1.137 3.221  0.24
18 H -1.265 0.378 2.910  0.25

Properties
HOMO: -0.456 Eh
total charge: +1
M: 225.05 g mol⁻¹
structure (SMILES): CN/C=C\[N+](C)=C/I
HOMO-LUMO gap: 7.738 eV
LUMO energy: -0.172 Ha

---

*iii*
Here is the ion C5H10IN2 with charge +1 from the OMol25 dataset. Energies are from wB97M-V/def2-TZVPD.

Last column: natural (NBO) charge in e.
Geometry (Å):
1 C -1.322 0.598 3.657  0.46
2 N -1.465 0.953 2.576  -0.23
3 C -1.503 1.048 1.216  0.04
4 I -1.130 3.400 1.077  0.09
5 N -0.417 0.095 0.498  -0.56
6 C -0.142 0.081 -0.872  -0.25
7 C 0.823 -1.076 -1.078  -0.39
8 C 1.775 -1.022 -2.217  -0.60
9 H -1.274 0.154 4.663  0.32
10 H -2.500 1.028 0.885  0.26
11 H 0.456 0.136 1.016  0.38
12 H 0.093 1.124 -1.237  0.20
13 H -1.074 -0.376 -1.376  0.21
14 H 1.415 -1.195 -0.120  0.19
15 H 0.210 -1.943 -1.271  0.22
16 H 2.257 -2.082 -2.349  0.24
17 H 1.259 -0.700 -3.137  0.22
18 H 2.540 -0.224 -1.931  0.21

Properties
HOMO: -0.489 Eh
total charge: +1
M: 225.05 g mol⁻¹
structure (SMILES): C#[N+][C@@H](I)NCCC
HOMO-LUMO gap: 7.695 eV
LUMO energy: -0.206 Ha

---

Energies relative to the minimum, eV: *i* 1.146; *ii* 0.000; *iii* 2.008